(1)
# C5H9F3NS

A cluster of 2 separate species, C5H9F3NS in total (ωB97M-V/def2-TZVPD, the OMol25 dataset).

```
19
C5H9F3NS, DFT ωB97M-V/def2-TZVPD
S 2.5851 0.2881 0.3947
F 1.4165 -2.4678 0.3395
F -0.6804 -2.8824 0.9275
F -0.0157 -3.0029 -1.1016
N -1.0160 -0.0307 0.1058
C -0.0493 -0.8199 -0.0869
C -0.9661 1.3555 -0.2673
C -2.2712 -0.5048 0.7113
C 0.1492 -2.3147 0.0174
C 3.2133 0.5817 -1.2614
H -2.1856 -0.7089 1.7966
H 4.1881 0.9683 -1.2683
H 3.1872 -0.3582 -1.9640
H -1.4785 1.3554 -1.2875
H 2.5103 1.4062 -1.7379
H -1.7158 1.9914 0.2743
H -2.5932 -1.4834 0.3093
H 0.1022 1.8534 -0.5298
H -2.9619 0.2354 0.6446
```

Summary:
* energy above the lowest of the compared OMol25 structures with the same formula, charge and spin: 4.111 eV
* multiplicity: 1
* highest occupied orbital energy (alpha / beta): -13.6 / -13.7 eV
* frontier orbital gap (alpha / beta): 6.43 / 6.49 eV
* net charge: +1

These are the natural (NBO) partial charges, in e, on atoms 1 to 6: atom 1 (S): 0.427, atom 2 (F): -0.283, atom 3 (F): -0.306, atom 4 (F): -0.282, atom 5 (N): -0.321, atom 6 (C): 0.297



(2)
# C23H44NP3SeTc

A structure of composition C23H44NP3SeTc (ωB97M-V/def2-TZVPD, the OMol25 dataset).

```
73
C23H44NP3SeTc, DFT ωB97M-V/def2-TZVPD
Tc 0.1669 0.4800 -0.5535
Se -3.1708 -2.7379 1.3409
P -1.4828 1.1451 -2.0655
P 1.5196 2.1528 -1.1814
P 0.7399 -1.1700 -1.9506
N -0.7225 1.3188 1.1896
C -1.3163 -5.1203 1.0494
C 1.3354 3.7012 -0.2031
C -0.4961 -3.2254 2.2961
C 0.7208 -5.3085 2.3748
C 1.8261 -2.3401 -1.0761
C -2.3226 3.4327 4.5596
C 0.0579 1.5811 2.2701
C -0.4209 2.2502 3.3863
C 0.6006 -3.9669 2.7315
C 1.6637 2.9096 -2.8521
C -2.1331 2.8640 -1.8647
C -1.7523 2.6492 3.4280
C -3.0713 0.2127 -1.9494
C 3.2596 1.7335 -0.8454
C -1.3128 1.1086 -3.9112
C 3.2856 -1.9662 3.2329
C 1.6212 -0.8316 -3.5200
C -0.2323 -5.8777 1.5130
C -0.5781 -2.2978 -2.5261
C -1.4995 -3.8069 1.5035
C -2.5827 2.3165 2.3562
C -2.0533 1.5778 1.2992
C 3.0559 -1.2196 2.1295
H -3.6320 2.6230 2.3538
H 0.9662 -0.3108 -4.2263
H -1.2458 0.0817 -4.2959
H 1.0890 1.2141 2.2179
H -2.5516 2.9776 -0.8567
H -2.8645 4.3074 4.1663
H -3.7544 0.5184 -2.7552
H 3.5548 0.8354 -1.3951
H -1.2097 -2.5966 -1.6742
H 0.2839 3.9357 -0.0241
H 1.5448 -5.9058 2.7580
H 2.5892 -2.0185 4.0896
H 2.0898 -0.7405 1.9237
H 4.2294 -2.5364 3.3188
H -3.0465 2.8594 5.1646
H -2.9282 3.0590 -2.5988
H 2.3793 3.7472 -2.8174
H -2.0358 -5.5375 0.3526
H 3.3962 1.5291 0.2209
H -2.2039 1.5790 -4.3541
H -0.6602 -2.1902 2.5821
H -0.4274 1.6756 -4.2290
H 1.9481 -1.7737 -3.9735
H -1.3378 3.6049 -2.0111
H 1.2887 -2.7488 -0.2090
H -0.1211 -3.1917 -2.9683
H 1.8269 3.5760 0.7655
H 3.8794 -1.0955 1.4233
H 2.4981 -0.1996 -3.3380
H 3.9051 2.5693 -1.1433
H -1.5153 3.7781 5.2149
H -2.7246 1.1824 0.5286
H 2.0200 2.1772 -3.5815
H -2.8868 -0.8662 -2.0347
H 0.7006 3.2996 -3.1942
H -3.0732 -1.2498 1.1385
H 1.3604 -3.4759 3.3394
H 1.7956 4.5458 -0.7357
H -0.1169 -6.9136 1.1973
H -3.5642 0.4154 -0.9931
H -1.2166 -1.8228 -3.2844
H 2.1217 -3.1562 -1.7454
H 0.2329 2.4858 4.2247
H 2.7110 -1.8118 -0.7033
```

Summary:
* multiplicity: 4
* highest occupied orbital energy (alpha / beta): -19.9 / -19.9 eV
* frontier orbital gap (alpha / beta): 6.58 / 5.16 eV
* net charge: +4

These are the Mulliken partial charges, in e, on atoms 1 to 6: atom 1 (Tc): 0.498, atom 2 (Se): 0.285, atom 3 (P): 0.426, atom 4 (P): 0.931, atom 5 (P): 0.804, atom 6 (N): 0.504



(3)
# C17H31FN2O10P2S

A cluster of 4 separate species, C17H31FN2O10P2S in total (ωB97M-V/def2-TZVPD, the OMol25 dataset).

```
64
C17H31FN2O10P2S, DFT ωB97M-V/def2-TZVPD
S -0.0400 -3.5210 -2.5466
P 2.1914 0.6074 2.2144
P -1.3970 -3.0288 2.4803
F -1.1623 4.0420 -1.0949
O 3.4937 -0.1487 2.9282
O -2.4718 -4.2294 2.0283
O 0.4497 -5.2225 0.4141
O 0.8211 6.4954 -2.2341
O 2.0029 -2.6367 3.3563
O -0.7656 2.9475 -5.2658
O 2.7065 2.1226 1.7519
O -1.8114 -1.6889 1.5959
O 0.0945 -7.2350 3.2647
O -1.6326 -2.7087 3.9016
N 0.1955 -3.6156 2.1614
N 0.9754 0.7461 3.1979
C -0.4953 -7.6795 4.4809
C 1.4348 -0.0095 -0.6048
C 1.7383 1.4614 -1.0391
C 0.8393 7.7751 -1.6113
C 0.7148 7.6340 -0.1061
C -2.1592 3.0803 -5.5313
C 0.5944 -2.3470 -1.3248
C 1.6065 -0.4487 0.8015
C 0.7396 -2.7549 0.0595
C 1.2527 -1.8222 1.0956
C 1.2934 -2.6640 2.4174
C 0.5938 2.4000 -0.4173
C 0.4408 -4.1031 0.7932
C -2.9062 1.8393 -5.0811
C -1.9988 -7.4812 4.4449
C -0.3062 3.0108 -1.5510
C 0.9532 -0.9517 -1.6330
H -2.2460 -6.4259 4.3010
H -2.5337 0.9532 -5.6026
H -2.2988 3.2505 -6.6035
H -2.4613 -7.8261 5.3724
H 1.6043 1.5157 -2.1551
H 1.7804 8.2603 -1.8731
H -2.4365 -8.0291 3.6077
H -0.0496 -7.1239 5.3127
H 1.2669 0.3272 4.0925
H 1.5312 7.0262 0.2896
H 3.5494 2.0236 1.2608
H -3.1388 -3.8020 1.4551
H -0.0174 6.0730 -2.0076
H -2.1019 -1.9227 0.6927
H 4.2483 -0.2232 2.3129
H -0.9691 2.2336 -2.0213
H -2.7553 1.6686 -4.0129
H 0.0172 8.3754 -2.0149
H -0.2515 -8.7357 4.6032
H -0.2175 7.1286 0.1589
H -0.0762 1.7378 0.1964
H 0.9241 -4.4799 -2.7322
H -2.5185 3.9583 -4.9938
H 0.7347 8.6111 0.3814
H -0.1158 -6.2989 3.1666
H -0.4491 2.1764 -5.7504
H 1.0254 3.1739 0.2598
H 2.7540 1.7911 -0.7263
H 0.3639 3.4074 -2.3541
H -3.9764 1.9352 -5.2745
H 0.8278 -0.6244 -2.6881
```

Summary:
* multiplicity: 1
* highest occupied orbital energy: -9.2 eV
* SMILES: N=P(O)(O)c1c(CCCF)cc(S)c2c1C(=O)N(P(=O)(O)O)C2=O.CCO.CCO.CCO
* frontier orbital gap: 7.90 eV
* net charge: 0

These are the natural (NBO) partial charges, in e, on atoms 1 to 6: atom 1 (S): -0.002, atom 2 (P): 2.165, atom 3 (P): 2.396, atom 4 (F): -0.379, atom 5 (O): -0.945, atom 6 (O): -0.949



> Number 1 is which compound?

C5H9F3NS



> multiplicity of number 1 (C5H9F3NS)?

1



Please write out number 2 again, unchanged.
# C23H44NP3SeTc

A structure of composition C23H44NP3SeTc (ωB97M-V/def2-TZVPD, the OMol25 dataset).

```
73
C23H44NP3SeTc, DFT ωB97M-V/def2-TZVPD
Tc 0.1669 0.4800 -0.5535
Se -3.1708 -2.7379 1.3409
P -1.4828 1.1451 -2.0655
P 1.5196 2.1528 -1.1814
P 0.7399 -1.1700 -1.9506
N -0.7225 1.3188 1.1896
C -1.3163 -5.1203 1.0494
C 1.3354 3.7012 -0.2031
C -0.4961 -3.2254 2.2961
C 0.7208 -5.3085 2.3748
C 1.8261 -2.3401 -1.0761
C -2.3226 3.4327 4.5596
C 0.0579 1.5811 2.2701
C -0.4209 2.2502 3.3863
C 0.6006 -3.9669 2.7315
C 1.6637 2.9096 -2.8521
C -2.1331 2.8640 -1.8647
C -1.7523 2.6492 3.4280
C -3.0713 0.2127 -1.9494
C 3.2596 1.7335 -0.8454
C -1.3128 1.1086 -3.9112
C 3.2856 -1.9662 3.2329
C 1.6212 -0.8316 -3.5200
C -0.2323 -5.8777 1.5130
C -0.5781 -2.2978 -2.5261
C -1.4995 -3.8069 1.5035
C -2.5827 2.3165 2.3562
C -2.0533 1.5778 1.2992
C 3.0559 -1.2196 2.1295
H -3.6320 2.6230 2.3538
H 0.9662 -0.3108 -4.2263
H -1.2458 0.0817 -4.2959
H 1.0890 1.2141 2.2179
H -2.5516 2.9776 -0.8567
H -2.8645 4.3074 4.1663
H -3.7544 0.5184 -2.7552
H 3.5548 0.8354 -1.3951
H -1.2097 -2.5966 -1.6742
H 0.2839 3.9357 -0.0241
H 1.5448 -5.9058 2.7580
H 2.5892 -2.0185 4.0896
H 2.0898 -0.7405 1.9237
H 4.2294 -2.5364 3.3188
H -3.0465 2.8594 5.1646
H -2.9282 3.0590 -2.5988
H 2.3793 3.7472 -2.8174
H -2.0358 -5.5375 0.3526
H 3.3962 1.5291 0.2209
H -2.2039 1.5790 -4.3541
H -0.6602 -2.1902 2.5821
H -0.4274 1.6756 -4.2290
H 1.9481 -1.7737 -3.9735
H -1.3378 3.6049 -2.0111
H 1.2887 -2.7488 -0.2090
H -0.1211 -3.1917 -2.9683
H 1.8269 3.5760 0.7655
H 3.8794 -1.0955 1.4233
H 2.4981 -0.1996 -3.3380
H 3.9051 2.5693 -1.1433
H -1.5153 3.7781 5.2149
H -2.7246 1.1824 0.5286
H 2.0200 2.1772 -3.5815
H -2.8868 -0.8662 -2.0347
H 0.7006 3.2996 -3.1942
H -3.0732 -1.2498 1.1385
H 1.3604 -3.4759 3.3394
H 1.7956 4.5458 -0.7357
H -0.1169 -6.9136 1.1973
H -3.5642 0.4154 -0.9931
H -1.2166 -1.8228 -3.2844
H 2.1217 -3.1562 -1.7454
H 0.2329 2.4858 4.2247
H 2.7110 -1.8118 -0.7033
```

Summary:
* multiplicity: 4
* highest occupied orbital energy (alpha / beta): -19.9 / -19.9 eV
* frontier orbital gap (alpha / beta): 6.58 / 5.16 eV
* net charge: +4

These are the Mulliken partial charges, in e, on atoms 1 to 6: atom 1 (Tc): 0.498, atom 2 (Se): 0.285, atom 3 (P): 0.426, atom 4 (P): 0.931, atom 5 (P): 0.804, atom 6 (N): 0.504



> Which formula does entry 3 have?

C17H31FN2O10P2S